C4H10N2O as an isolated structure in a non-equilibrium geometry. Source: the OMol25 dataset; level of theory: the ωB97M-V functional and the def2-TZVPD basis.

Results
Net charge: 0
Largest force on an atom, hartree/bohr: 0.072
Energy relative to the best compared isomer or geometry (same formula, charge and spin), kcal per mole: 129.57
HOMO, eV: -7.94
Calculated total energy, eV: -9333.36894

Element x y z (Å)
C (0.8750, 0.5955, 0.4605)
C (1.6590, 1.6629, -0.2870)
O (1.5387, -0.6894, 0.3495)
H (2.4637, -0.6025, 0.6274)
H (0.9067, 0.8444, 1.5268)
H (-0.1907, -0.5007, -0.8097)
H (1.2160, 2.6496, -0.1243)
H (1.7059, 1.4530, -1.3607)
H (2.6941, 1.7352, 0.0776)
C (-1.5942, -1.8812, 0.0106)
N (-1.2818, -0.6503, -0.7526)
C (-1.0621, 0.7542, 0.3371)
N (-1.8696, 1.5222, 0.6860)
H (-2.0630, -0.3720, -1.3572)
H (-1.9108, -2.6681, -0.6731)
H (-0.7000, -2.1758, 0.5591)
H (-2.3869, -1.6770, 0.7301)